Entry 1:
The following is a quantum chemistry calculation of the ion C5H6N with charge +1 at a distorted geometry, from the Open Molecules 2025 dataset.

ORCA input file:
```
! wB97M-V def2-TZVPD RIJCOSX def2/J DEFGRID3
* xyz 1 3
H -1.426 -0.657 1.623
H -0.315 -2.030 1.111
C -0.518 0.487 -1.972
C 0.231 0.831 -0.948
C 0.271 0.051 0.392
C -0.795 -1.073 0.809
C -1.253 -1.114 -0.470
H 1.226 -0.384 0.550
H 0.163 0.780 1.073
H 0.765 1.752 -0.937
N -1.313 -0.647 -1.524
H -0.727 1.025 -2.929
*
```

Calculated values
E_HOMO (alpha / beta): -11.633 / -16.727 eV
Energy relative to the best compared isomer or geometry (same formula, charge and spin): 68.1 kcal per mole
Expectation value of S²: 2.008


Entry 2:
The following is a quantum chemistry calculation of a cluster of 2 separate species, C5H12NO4 in total at a distorted geometry, from the Open Molecules 2025 dataset.

ORCA input file:
```
! wB97M-V def2-TZVPD RIJCOSX def2/J DEFGRID3
* xyz 1 3
H -2.232 -1.828 0.311
H 0.586 2.362 -0.626
H 1.933 1.173 -0.335
C 0.870 1.218 -0.545
C 0.000 -0.390 2.925
O -0.369 -1.493 2.541
H -1.395 -0.339 -1.933
C -0.370 -0.580 -1.644
O -0.838 0.612 3.161
H -0.513 1.175 3.834
H 0.229 -1.499 0.388
H -0.100 1.271 -2.581
H 1.359 0.340 -2.656
H -1.384 -1.309 1.585
N 0.106 0.513 0.493
O -1.765 -1.003 0.492
H 1.810 -1.024 3.264
O 1.227 -0.247 3.336
C -0.393 -0.695 -0.044
H -0.111 -1.476 -2.252
C 0.588 0.618 -1.953
H -0.702 1.096 0.783
*
```

Calculated values
E_HOMO (alpha / beta): -7.074 / -15.422 eV
Energy relative to the best compared isomer or geometry (same formula, charge and spin): 0.0 kcal per mole
Expectation value of S²: 2.004


Entry 3:
The following is a quantum chemistry calculation of a cluster of 2 separate species, C29H25NO2S in total at a distorted geometry, from the Open Molecules 2025 dataset.

ORCA input file:
```
! wB97M-V def2-TZVPD RIJCOSX def2/J DEFGRID3
* xyz 0 1
H 2.639 7.774 0.522
C 0.267 -1.883 3.422
C -3.849 2.526 -2.622
N 2.819 0.570 2.978
O 0.040 4.679 -2.137
H -1.373 -0.827 1.138
C -4.114 -0.022 3.779
H 4.399 1.589 3.951
H 4.847 0.104 3.082
H 0.456 -3.995 3.861
C -4.827 3.104 -0.471
H 1.893 2.491 2.921
H -3.973 2.208 -3.659
C 1.449 4.623 -0.008
C -4.981 2.682 -1.803
C -2.385 3.160 -0.762
C -4.267 -1.131 2.936
C -2.152 -0.609 1.874
C 3.251 4.604 1.625
C -3.293 -1.400 1.965
H 4.468 1.604 2.182
H 4.131 6.526 2.091
C -3.013 0.818 3.645
C 2.536 6.694 0.638
H -0.996 3.422 0.902
C 0.548 0.688 2.885
C 2.392 -3.089 3.530
H -1.707 2.590 -2.755
H 2.207 2.841 0.924
H -3.399 3.596 1.090
C 4.209 0.988 3.052
H -0.774 2.328 2.732
C -1.955 0.484 2.756
H 4.183 -1.875 3.152
H 3.912 4.046 2.295
H 2.934 -4.024 3.680
C -3.558 3.311 0.048
C 2.300 3.925 0.854
C -2.577 2.759 -2.123
C -1.127 3.397 -0.173
H -5.700 3.254 0.169
C 1.764 1.416 2.907
H -5.129 -1.791 3.045
C 3.375 5.995 1.511
H -5.976 2.487 -2.203
H -4.863 0.190 4.543
H -0.816 -1.860 3.529
H -2.900 1.708 4.271
C 2.359 -0.748 3.072
H -3.417 -2.238 1.280
S 0.293 3.722 -1.080
C -0.725 1.240 2.741
C 3.100 -1.908 3.248
C 0.991 -3.072 3.623
O 0.983 2.485 -1.389
C 0.944 -0.717 3.094
H 0.921 6.562 -0.793
C 1.569 6.014 -0.112
*
```

Calculated values
E_HOMO: -5.488 eV
Energy relative to the best compared isomer or geometry (same formula, charge and spin): 19.9 kcal per mole


Entry 4:
The following is a quantum chemistry calculation of a structure of composition C6H18AgBrN3O3 at a distorted geometry, from the Open Molecules 2025 dataset.

ORCA input file:
```
! wB97M-V def2-TZVPD RIJCOSX def2/J DEFGRID3
* xyz -1 1
H -0.459 -2.319 -5.015
O 0.677 0.360 2.105
H 2.656 0.238 2.222
C -2.941 1.267 2.076
H 2.501 1.690 -2.888
C -1.599 0.748 1.575
H 2.315 2.181 -1.141
N -1.672 -0.600 0.926
H 1.568 -1.281 -4.347
Br 2.103 -2.852 1.267
H 1.627 -0.675 -2.649
C 1.984 1.486 -1.930
H 0.911 1.696 -2.136
H -2.508 -0.568 0.351
O 2.177 0.154 -1.551
H -3.103 2.338 1.948
H -0.456 1.825 3.039
H -3.053 1.082 3.160
H 2.119 1.855 2.468
H -0.821 0.172 3.511
N 1.185 -1.257 -3.421
H -1.264 1.441 0.794
H -1.880 -1.219 1.711
N -0.589 -2.631 -4.071
H -3.827 0.749 1.697
C 1.862 0.812 2.709
C 0.141 -2.058 -3.036
H 1.882 0.641 3.787
O -0.179 -2.178 -1.855
Ag 0.582 -0.716 -0.059
H -1.405 -3.182 -3.894
C -0.535 0.801 2.646
*
```

Calculated values
E_HOMO: -3.649 eV
Energy relative to the best compared isomer or geometry (same formula, charge and spin): 0.0 kcal per mole